C4H3NO3 | ωB97M-V/def2-TZVPD

Structure (XYZ):
```
11
Properties=species:S:1:pos:R:3:forces:R:3
O 0.659570 -1.418510 -0.822155 1.24 -4.25 -2.74
C 0.307265 -0.818461 0.107373 -0.12 1.41 0.39
O 0.157611 -1.214753 1.429977 1.66 1.20 0.30
C 0.128437 0.059519 2.049315 -3.66 2.29 -2.39
N -0.276473 0.995189 1.201195 2.15 0.60 4.58
C -0.006430 0.557196 -0.039877 -2.16 0.39 0.17
C -0.508346 1.191264 -1.117118 -1.18 1.95 -0.84
O -0.384092 0.713919 -2.399180 -0.81 1.70 1.89
H 0.022796 0.321549 3.099220 0.35 -1.30 0.04
H -1.156698 2.252179 -0.857526 2.14 -3.22 -1.39
H 0.078946 -0.122412 -2.317357 0.40 -0.76 0.00
```
Forces are in eV/Å.

- Molecular weight: 113.07 g/mol
- SMILES: O=C1OC=N/C1=C/O
- ΔE to the lowest compared entry with this formula, charge and spin: 65.1 kcal per mole
- Highest occupied orbital energy: -9.0150 eV
- Frontier orbital gap: 8.86 eV